1.
{"formula": "C14H29Cl8FN3", "method": "the ωB97M-V functional and the def2-TZVPD basis", "total_charge": 1, "symbols": ["N", "C", "N", "C", "C", "C", "C", "F", "C", "N", "H", "H", "H", "H", "H", "H", "H", "H", "H", "H", "H", "H", "H", "Cl", "C", "C", "Cl", "H", "H", "H", "H", "Cl", "C", "C", "Cl", "H", "H", "H", "H", "Cl", "C", "C", "Cl", "H", "H", "H", "H", "Cl", "C", "C", "Cl", "H", "H", "H", "H"], "positions_angstrom": [[1.6510, -1.1763, 0.2954], [1.3189, 0.1464, 0.6139], [0.3072, 0.3019, 1.7474], [-0.2579, 1.7211, 1.7617], [-0.4707, 2.2977, 0.2423], [-1.5348, 1.4587, -0.6802], [-3.0356, 1.2987, -0.0374], [-3.3260, 2.2524, 1.0752], [0.9746, 2.3704, -0.5272], [1.9546, 1.2782, -0.1628], [1.4911, -1.9151, 1.0396], [1.9926, -1.4679, -0.6641], [-0.5066, -0.3660, 1.5993], [0.5958, 2.3904, 2.2605], [-1.2007, 1.8515, 2.4458], [-0.9225, 3.3959, 0.3622], [-1.6050, 1.9354, -1.7725], [-1.0943, 0.3644, -0.8627], [-3.2136, 0.1607, 0.2728], [-3.8018, 1.5811, -0.9081], [0.7925, 2.4908, -1.6944], [1.4774, 3.3995, -0.1902], [2.3399, 0.9409, -1.0822], [3.1991, -4.2141, -0.3858], [2.7367, -5.0870, 1.0958], [1.3314, -5.6613, 1.0103], [0.0838, -4.3893, 1.0079], [2.8404, -4.4003, 1.9417], [3.4610, -5.8968, 1.2249], [1.1348, -6.2945, 1.8799], [1.1982, -6.2679, 0.1092], [-6.4140, 0.2409, -0.5622], [-7.0195, -0.7905, 0.7571], [-5.9595, -1.0523, 1.8154], [-4.6414, -2.0848, 1.2062], [-7.3894, -1.7224, 0.3181], [-7.8686, -0.2654, 1.2047], [-6.4043, -1.5771, 2.6654], [-5.5178, -0.1208, 2.1824], [2.7463, 4.3086, 2.6974], [4.2338, 5.1086, 2.1334], [4.3406, 5.1210, 0.6166], [4.6024, 3.4908, -0.0528], [5.0880, 4.6017, 2.5932], [4.2039, 6.1348, 2.5114], [5.1955, 5.7296, 0.3090], [3.4409, 5.5371, 0.1528], [2.4515, -1.9438, -2.7467], [0.8646, -2.3364, -3.4526], [0.8429, -2.1457, -4.9610], [0.9625, -0.4294, -5.4239], [0.1095, -1.7179, -2.9575], [0.6600, -3.3830, -3.2082], [-0.1009, -2.5177, -5.3694], [1.6614, -2.6854, -5.4472]], "atomic_forces_ev_per_a": [[-0.701, 2.381, 1.392], [-0.495, -1.091, -0.887], [1.042, 0.829, -3.781], [1.193, 1.866, 0.131], [-0.613, 0.374, -0.149], [0.431, -0.409, 0.012], [-0.490, 0.010, -1.347], [0.936, -2.128, -2.098], [-0.898, 3.176, 0.541], [-3.630, -3.317, 0.775], [0.068, 1.229, -1.532], [-0.184, 0.521, 1.496], [1.751, 0.680, 0.054], [-1.898, -1.366, -1.105], [1.784, -0.755, -1.556], [1.232, -2.380, -0.315], [0.179, -0.824, 2.577], [-0.990, 2.168, 0.421], [0.177, 2.808, -0.149], [1.572, -0.698, 2.241], [0.518, -0.732, 2.449], [-0.975, -2.298, -0.712], [-0.024, -0.158, 1.625], [-0.076, 0.045, 0.020], [-0.070, -0.268, 0.319], [0.380, -0.341, 0.018], [-0.054, 0.182, -0.051], [-0.070, -0.122, -0.201], [-0.186, 0.094, -0.051], [0.070, 0.168, -0.095], [0.030, 0.240, 0.152], [0.002, -0.039, -0.040], [-0.129, -0.205, 0.264], [-0.358, 0.280, 0.154], [0.138, -0.041, -0.063], [0.186, 0.200, 0.063], [0.211, -0.055, -0.007], [0.027, 0.036, -0.195], [-0.066, -0.173, -0.183], [-0.086, -0.089, -0.009], [0.372, 0.211, -0.159], [-0.031, 0.340, 0.155], [-0.053, -0.066, -0.014], [-0.245, 0.018, -0.155], [-0.048, -0.157, -0.138], [-0.104, -0.115, 0.128], [0.153, -0.143, 0.149], [0.247, 0.234, -0.139], [-0.633, -0.239, -0.259], [0.046, -0.162, 0.028], [0.039, -0.021, 0.093], [0.214, -0.039, -0.154], [0.114, 0.145, -0.067], [0.116, 0.040, 0.189], [-0.126, 0.160, 0.166]]}

---

2.
{"formula": "C14H29CuO13", "method": "the ωB97M-V functional and the def2-TZVPD basis", "total_charge": 0, "symbols": ["Cu", "C", "C", "O", "H", "H", "H", "H", "H", "C", "O", "C", "O", "O", "C", "H", "H", "H", "H", "H", "H", "C", "O", "C", "O", "O", "C", "H", "H", "H", "H", "H", "H", "C", "O", "C", "O", "O", "C", "H", "H", "H", "H", "H", "H", "C", "O", "C", "O", "O", "C", "H", "H", "H", "H", "H", "H"], "positions_angstrom": [[0.3932, -0.0056, -0.0371], [1.8484, -0.4985, 3.3601], [2.5562, 0.3068, 2.2744], [2.2960, -0.1465, 1.0058], [0.7770, -0.6001, 3.1827], [1.9072, 0.0232, 4.3316], [2.3347, -1.4636, 3.4956], [3.6457, 0.1967, 2.4506], [2.3512, 1.3990, 2.3731], [1.1006, -4.6474, -2.5787], [0.6370, -3.4567, -1.9553], [0.7562, -2.2618, -2.5191], [0.3124, -1.2702, -2.0118], [1.5124, -2.3176, -3.6097], [1.6850, -1.1285, -4.3827], [0.7056, -5.4880, -2.0147], [2.1886, -4.6932, -2.5467], [0.7393, -4.7129, -3.6044], [0.7808, -0.8047, -4.9019], [2.3501, -1.4065, -5.1975], [2.0946, -0.3578, -3.7349], [-0.4543, 2.6499, -3.9853], [0.2746, 3.4118, -3.0386], [0.7370, 2.7547, -1.9738], [0.6852, 1.5594, -1.8280], [1.3979, 3.6049, -1.2240], [1.9851, 3.0736, -0.0322], [-1.0983, 1.8899, -3.5394], [0.2368, 2.0856, -4.6190], [-1.0464, 3.3239, -4.5946], [2.8291, 2.4353, -0.2879], [1.3169, 2.5375, 0.6350], [2.3427, 3.9286, 0.5403], [-3.0173, 2.0705, 0.0220], [-2.7651, 2.3579, 1.3952], [-1.5568, 2.0992, 1.8555], [-0.6307, 1.6445, 1.2372], [-1.5355, 2.4639, 3.1369], [-0.2885, 2.3829, 3.8167], [-4.0724, 2.2341, -0.1555], [-2.7254, 1.0452, -0.2126], [-2.4106, 2.7271, -0.6050], [-0.0681, 3.3407, 4.2820], [0.5382, 2.0642, 3.1841], [-0.3124, 1.6305, 4.6087], [-2.2605, -2.9779, -0.6871], [-2.7552, -2.6051, 0.6003], [-1.9654, -1.9759, 1.4409], [-0.8528, -1.5593, 1.2009], [-2.5695, -1.8872, 2.6143], [-1.7752, -1.5456, 3.7395], [-3.0804, -3.4792, -1.1883], [-1.4036, -3.6381, -0.5900], [-1.9594, -2.0658, -1.2015], [-2.4118, -1.6053, 4.6139], [-1.4371, -0.5086, 3.6443], [-0.8631, -2.1341, 3.8157]], "atomic_forces_ev_per_a": [[1.335, -0.205, 0.637], [-0.050, 0.731, 0.919], [0.241, -0.418, -0.914], [-1.069, 0.115, -0.770], [0.107, -0.212, -0.433], [0.224, -0.069, -0.031], [-0.238, -0.167, -0.192], [-0.031, 0.228, 0.281], [-0.119, -0.020, 0.291], [0.279, -0.139, -0.364], [-0.642, -0.064, 0.512], [0.982, -0.240, 0.372], [-0.444, 0.303, -0.202], [-0.360, -0.320, -0.653], [0.174, 0.083, -0.250], [-0.114, 0.168, 0.161], [-0.017, 0.061, -0.132], [0.126, 0.019, -0.007], [-0.307, -0.025, 0.586], [0.368, 0.010, 0.324], [-0.048, 0.201, -0.218], [0.091, -0.903, -0.416], [-0.554, 0.384, 0.153], [1.035, -0.161, -0.597], [-0.610, -0.328, 0.222], [-0.575, 0.397, 0.424], [0.897, 0.078, 0.716], [-0.020, 0.258, 0.324], [0.034, 0.211, -0.052], [0.104, 0.199, 0.095], [-0.130, -0.148, 0.046], [-0.310, -0.211, -0.517], [0.061, 0.142, -0.309], [0.712, -0.181, -0.290], [-0.639, 0.036, 0.017], [0.039, 0.313, 0.560], [0.018, -0.157, -0.358], [-0.057, -0.069, -0.105], [0.881, -0.441, 0.564], [-0.055, 0.015, 0.113], [-0.148, -0.028, 0.045], [-0.119, 0.057, -0.006], [-0.142, 0.110, -0.177], [-0.182, 0.246, -0.326], [-0.471, 0.046, -0.037], [0.345, 0.615, 0.148], [-0.995, -0.474, 0.178], [0.981, 0.167, -0.094], [-0.236, -0.054, -0.039], [-0.644, -0.542, 0.116], [0.589, 1.195, -0.070], [-0.069, 0.043, 0.004], [0.044, 0.030, 0.025], [0.078, -0.199, -0.258], [-0.050, -0.308, -0.014], [-0.080, -0.031, 0.005], [-0.217, -0.347, -0.010]]}

---

3.
{"formula": "C14H29F3N3O2", "method": "the ωB97M-V functional and the def2-TZVPD basis", "total_charge": 1, "symbols": ["F", "C", "F", "C", "F", "C", "C", "C", "C", "N", "C", "C", "N", "H", "H", "H", "H", "H", "H", "H", "H", "H", "H", "H", "H", "H", "H", "C", "O", "C", "C", "N", "C", "C", "O", "C", "H", "H", "H", "H", "H", "H", "H", "H", "H", "H", "H", "H", "H", "H", "H"], "positions_angstrom": [[-1.6485, -5.4290, 2.7474], [-1.2284, -5.9923, 1.5292], [-0.7085, -7.2933, 1.4895], [-1.2769, -5.2207, 0.3012], [-2.4661, -5.2576, -0.4492], [0.0400, -4.4392, -0.1000], [-0.1909, -3.2322, -1.1174], [1.0631, -2.2115, -1.1507], [1.1532, -1.2887, 0.1507], [1.9065, -1.8867, 1.2832], [3.2529, -2.3461, 0.8595], [3.1799, -3.3598, -0.3649], [2.3534, -2.8867, -1.5237], [0.4981, -4.0338, 0.8682], [0.8428, -5.1200, -0.5654], [-0.2250, -3.6894, -2.1727], [-1.1812, -2.6908, -0.9941], [0.8189, -1.4987, -2.0155], [1.5966, -0.2907, -0.1971], [0.0853, -1.0734, 0.5004], [1.9840, -1.2211, 2.0692], [3.9846, -1.5168, 0.5949], [3.6915, -2.9322, 1.7407], [2.7981, -4.3614, 0.0263], [4.2416, -3.5521, -0.7515], [2.0979, -3.6862, -2.1392], [2.9361, -2.2485, -2.0969], [-0.2243, 5.3353, 2.1315], [-1.5536, 4.9465, 1.8207], [-2.0895, 5.6225, 0.6819], [-2.2540, 4.6574, -0.4909], [-0.9564, 4.2589, -1.0360], [-1.0257, 3.1390, -1.9761], [-1.5377, 1.7929, -1.4425], [-0.6636, 1.1658, -0.5048], [-0.8130, 1.6193, 0.8342], [0.0313, 4.9119, 3.1044], [0.4817, 4.9434, 1.3934], [-0.1334, 6.4234, 2.1928], [-1.4937, 6.4974, 0.4027], [-3.0819, 5.9800, 0.9726], [-2.8401, 5.1425, -1.2771], [-2.8159, 3.7902, -0.1269], [-0.3465, 3.9923, -0.2715], [-0.0085, 2.9853, -2.3509], [-1.6350, 3.4383, -2.8349], [-1.5903, 1.1066, -2.2962], [-2.5548, 1.8514, -1.0464], [-1.8412, 1.9015, 1.0680], [-0.1336, 2.4515, 1.0273], [-0.5195, 0.8053, 1.5026]], "atomic_forces_ev_per_a": [[0.024, -2.957, -2.653], [-0.774, 0.735, -1.018], [0.066, 3.642, 1.635], [1.024, -1.508, 0.838], [1.398, 1.838, 1.655], [0.011, -0.507, -0.355], [0.952, -0.932, -0.990], [-2.970, 1.378, 0.377], [-0.007, 0.692, -0.272], [0.458, -0.146, -1.133], [0.346, -0.324, 0.132], [1.449, -1.164, 1.736], [-0.015, -0.166, -0.207], [-0.796, -0.473, -1.378], [-1.099, 0.659, 0.493], [-0.189, 0.614, 1.384], [1.482, -0.446, 0.149], [0.448, -0.982, 1.238], [-0.523, -1.141, 0.497], [1.527, -0.341, -0.746], [-0.098, -0.544, -0.726], [-0.856, -0.688, 0.247], [-0.403, 0.783, -1.405], [0.198, 1.475, -0.815], [-1.556, 0.338, 0.505], [0.371, 0.475, 0.421], [-0.467, -0.293, 0.398], [-0.201, -0.186, 0.153], [0.350, 0.268, -0.176], [-0.514, -0.327, -0.077], [0.405, 0.181, 0.236], [-0.193, -0.227, -0.009], [0.225, 0.072, 0.299], [0.133, -0.056, -0.570], [-0.292, 0.042, 0.040], [0.344, -0.131, -0.045], [-0.106, 0.009, -0.060], [0.143, 0.165, -0.044], [0.062, -0.039, -0.058], [0.118, -0.163, 0.015], [0.042, 0.011, -0.045], [0.030, -0.036, 0.004], [-0.226, 0.085, 0.055], [-0.053, 0.124, -0.071], [-0.084, -0.078, -0.053], [-0.064, -0.052, 0.072], [0.041, 0.048, 0.074], [0.037, 0.092, 0.187], [0.042, 0.081, -0.051], [-0.176, 0.114, 0.162], [-0.068, -0.013, -0.044]]}

---

Short version: F_max = 0.0968, 0.0290, 0.0776 hartree/bohr, in the order given.
Short version: energy = -122347.88064, -86243.82814, -31691.84907 eV, in the order given.